{
  "formula": "C62H158N19O19P5",
  "method": "ωB97M-V/def2-TZVPD",
  "symbols": ["O", "P", "N", "C", "C", "N", "C", "C", "N", "C", "C", "H", "H", "H", "H", "H", "H", "H", "H", "H", "H", "H", "H", "H", "H", "H", "H", "H", "H", "O", "P", "N", "C", "C", "N", "C", "C", "N", "C", "C", "H", "H", "H", "H", "H", "H", "H", "H", "H", "H", "H", "H", "H", "H", "H", "H", "H", "H", "O", "P", "N", "C", "C", "N", "C", "C", "N", "C", "C", "H", "H", "H", "H", "H", "H", "H", "H", "H", "H", "H", "H", "H", "H", "H", "H", "H", "H", "O", "P", "N", "C", "C", "N", "C", "C", "N", "C", "C", "H", "H", "H", "H", "H", "H", "H", "H", "H", "H", "H", "H", "H", "H", "H", "H", "H", "H", "O", "P", "N", "C", "C", "N", "C", "C", "N", "C", "C", "H", "H", "H", "H", "H", "H", "H", "H", "H", "H", "H", "H", "H", "H", "H", "H", "H", "H", "O", "C", "O", "C", "C", "C", "H", "H", "H", "H", "H", "H", "H", "H", "O", "C", "O", "C", "C", "C", "H", "H", "H", "H", "H", "H", "H", "H", "O", "C", "O", "C", "C", "C", "H", "H", "H", "H", "H", "H", "H", "H", "O", "C", "O", "C", "C", "C", "H", "H", "H", "H", "H", "H", "H", "H", "O", "C", "O", "C", "C", "C", "H", "H", "H", "H", "H", "H", "H", "H", "C", "O", "N", "C", "C", "H", "H", "H", "H", "H", "H", "H", "C", "O", "N", "C", "C", "H", "H", "H", "H", "H", "H", "H", "C", "O", "N", "C", "C", "H", "H", "H", "H", "H", "H", "H", "C", "O", "N", "C", "C", "H", "H", "H", "H", "H", "H", "H"],
  "positions_angstrom": [[-0.775, -2.461, 1.355], [-0.759, -3.913, 1.633], [-2.098, -4.591, 2.364], [-3.229, -5.176, 1.640], [-2.404, -4.232, 3.777], [0.466, -4.340, 2.681], [0.512, -5.668, 3.328], [1.603, -3.460, 2.890], [-0.500, -4.720, 0.217], [-0.422, -3.967, -1.037], [-0.273, -6.165, 0.193], [-4.126, -4.742, 1.995], [-3.286, -6.284, 1.816], [-3.077, -4.818, 0.627], [-1.648, -3.581, 4.158], [-2.529, -5.019, 4.530], [-3.314, -3.656, 3.883], [-0.472, -6.125, 3.150], [1.222, -6.354, 2.952], [0.724, -5.617, 4.420], [1.950, -3.655, 3.890], [2.450, -3.554, 2.232], [1.181, -2.440, 2.941], [0.432, -4.321, -1.601], [-1.308, -4.030, -1.688], [-0.260, -2.953, -0.766], [-0.981, -6.760, 0.798], [0.709, -6.330, 0.707], [-0.161, -6.510, -0.862], [3.514, -3.976, -5.019], [3.359, -5.293, -4.353], [4.300, -6.467, -4.976], [5.761, -6.365, -5.159], [3.782, -7.766, -5.264], [1.754, -5.676, -4.492], [1.081, -5.753, -5.799], [1.016, -6.448, -3.435], [3.655, -5.286, -2.692], [3.240, -4.123, -1.838], [4.369, -6.293, -1.900], [6.102, -5.351, -5.486], [6.167, -7.064, -5.891], [6.340, -6.583, -4.193], [4.103, -8.042, -6.264], [2.707, -7.844, -5.179], [4.175, -8.560, -4.576], [0.064, -5.297, -5.768], [1.685, -5.220, -6.525], [0.876, -6.816, -6.018], [0.019, -5.993, -3.276], [0.892, -7.568, -3.713], [1.534, -6.356, -2.472], [2.534, -3.398, -2.296], [2.785, -4.477, -0.878], [4.106, -3.539, -1.596], [3.693, -6.689, -1.169], [5.316, -5.866, -1.474], [4.728, -7.071, -2.501], [-7.367, 3.402, 0.531], [-6.212, 2.690, -0.029], [-5.138, 3.537, -1.041], [-5.440, 3.847, -2.420], [-4.439, 4.624, -0.365], [-6.624, 1.406, -0.974], [-5.683, 0.511, -1.562], [-7.930, 1.423, -1.618], [-5.255, 2.205, 1.216], [-3.863, 1.741, 0.962], [-5.599, 2.485, 2.620], [-5.377, 2.991, -3.098], [-4.631, 4.523, -2.742], [-6.450, 4.313, -2.555], [-5.046, 5.585, -0.387], [-3.440, 4.752, -0.820], [-4.280, 4.549, 0.735], [-6.099, 0.068, -2.448], [-4.869, 1.120, -1.944], [-5.313, -0.256, -0.854], [-8.595, 0.656, -1.095], [-8.490, 2.423, -1.673], [-7.820, 1.040, -2.661], [-3.168, 2.518, 1.384], [-3.651, 0.724, 1.390], [-3.717, 1.748, -0.157], [-5.189, 1.643, 3.204], [-6.661, 2.602, 2.792], [-5.140, 3.383, 2.907], [4.674, 2.176, -0.349], [5.185, 1.212, -1.328], [4.139, 0.547, -2.367], [3.383, -0.650, -1.973], [3.648, 1.316, -3.479], [5.879, -0.105, -0.458], [6.719, 0.134, 0.744], [6.290, -1.368, -1.117], [6.260, 2.039, -2.370], [7.183, 2.961, -1.680], [6.958, 1.296, -3.382], [3.723, -0.979, -1.005], [3.564, -1.483, -2.651], [2.308, -0.511, -1.888], [2.610, 1.573, -3.375], [3.825, 0.732, -4.373], [4.269, 2.147, -3.537], [6.345, 0.905, 1.397], [6.887, -0.819, 1.263], [7.742, 0.343, 0.517], [5.381, -1.991, -1.227], [6.826, -1.348, -2.098], [6.971, -1.823, -0.432], [6.606, 3.515, -0.909], [8.039, 2.523, -1.189], [7.642, 3.673, -2.368], [6.292, 0.747, -4.023], [7.630, 0.563, -2.957], [7.440, 1.987, -4.022], [-0.603, 6.563, 3.759], [0.592, 6.040, 3.060], [1.697, 5.067, 3.913], [2.328, 5.749, 5.061], [1.188, 3.770, 4.366], [1.597, 7.202, 2.425], [3.045, 7.116, 2.262], [0.964, 8.316, 1.821], [0.253, 4.956, 1.882], [1.336, 4.544, 1.059], [-1.032, 4.884, 1.283], [1.617, 5.868, 5.873], [2.604, 6.815, 4.802], [3.145, 5.158, 5.436], [1.986, 3.173, 4.796], [0.859, 3.164, 3.505], [0.419, 3.817, 5.101], [3.340, 6.882, 1.232], [3.467, 8.091, 2.407], [3.356, 6.398, 2.972], [1.443, 9.273, 2.159], [1.038, 8.344, 0.763], [-0.100, 8.388, 2.059], [1.068, 3.598, 0.539], [1.618, 5.269, 0.266], [2.214, 4.316, 1.743], [-1.308, 5.730, 0.565], [-1.718, 4.988, 2.140], [-1.206, 3.970, 0.698], [-1.462, 1.270, 7.955], [-2.502, 1.002, 7.425], [-3.002, 1.691, 6.347], [-2.061, 2.593, 5.876], [-2.721, 3.518, 4.873], [-3.502, 0.019, 7.901], [-1.239, 2.082, 5.303], [-1.650, 3.169, 6.743], [-3.567, 4.048, 5.305], [-3.025, 2.850, 4.087], [-1.983, 4.253, 4.431], [-3.592, -0.754, 7.129], [-4.472, 0.560, 7.860], [-3.243, -0.426, 8.837], [-0.142, 0.006, 3.882], [-1.037, -0.591, 4.382], [-0.996, -1.101, 5.637], [0.264, -0.965, 6.314], [0.166, -1.803, 7.591], [-2.356, -0.811, 3.742], [0.336, 0.115, 6.559], [1.122, -1.182, 5.705], [-0.510, -1.411, 8.446], [1.151, -1.758, 8.064], [-0.100, -2.845, 7.364], [-3.047, -1.508, 4.261], [-2.121, -1.228, 2.717], [-2.857, 0.152, 3.612], [-0.891, -1.207, -7.500], [-0.053, -2.024, -7.827], [1.092, -2.087, -7.196], [1.266, -1.432, -5.962], [0.653, -2.125, -4.791], [-0.117, -2.871, -9.044], [0.836, -0.440, -5.993], [2.361, -1.339, -5.797], [0.826, -1.565, -3.889], [1.085, -3.092, -4.616], [-0.466, -2.247, -4.867], [0.885, -2.918, -9.486], [-0.825, -2.444, -9.744], [-0.367, -3.870, -8.728], [2.255, 4.612, -3.792], [1.880, 5.378, -2.945], [2.822, 5.827, -2.004], [4.161, 5.287, -2.165], [5.011, 5.867, -1.067], [0.514, 5.837, -2.722], [4.531, 5.555, -3.119], [4.071, 4.179, -2.103], [4.891, 5.185, -0.214], [4.675, 6.919, -0.938], [6.025, 6.021, -1.377], [0.575, 6.914, -3.009], [0.059, 5.802, -1.742], [-0.223, 5.330, -3.297], [-5.625, -2.333, 3.932], [-6.012, -1.399, 3.254], [-6.439, -0.262, 3.769], [-6.586, -0.235, 5.162], [-6.917, 1.248, 5.479], [-5.831, -1.260, 1.750], [-5.614, -0.679, 5.601], [-7.301, -0.968, 5.557], [-7.872, 1.528, 5.106], [-6.117, 1.854, 5.108], [-6.912, 1.354, 6.610], [-6.046, -2.271, 1.338], [-4.785, -1.046, 1.522], [-6.519, -0.568, 1.297], [3.781, -0.866, 1.538], [4.199, -1.958, 1.256], [3.621, -0.403, 2.833], [3.062, 0.935, 3.060], [4.393, -1.005, 3.886], [3.525, -0.006, 0.875], [2.098, 0.875, 3.496], [3.053, 1.384, 2.064], [3.778, 1.516, 3.655], [3.819, -1.192, 4.855], [4.742, -1.934, 3.433], [5.352, -0.421, 4.142], [-1.441, 0.225, -0.721], [-2.319, 0.518, -1.560], [-0.249, 0.816, -0.641], [0.676, 0.456, 0.393], [0.182, 1.802, -1.648], [-1.585, -0.655, 0.002], [0.772, 1.266, 1.131], [1.670, 0.333, 0.006], [0.489, -0.556, 0.804], [-0.262, 2.833, -1.468], [1.255, 1.904, -1.677], [-0.273, 1.527, -2.647], [-2.903, -2.943, -3.146], [-2.643, -3.592, -4.127], [-3.721, -3.335, -2.144], [-3.962, -2.484, -1.033], [-4.708, -4.420, -2.431], [-2.331, -1.988, -2.889], [-4.986, -2.145, -1.032], [-3.314, -1.642, -1.007], [-3.890, -2.992, -0.097], [-5.644, -3.966, -2.866], [-4.271, -5.179, -3.047], [-5.106, -4.967, -1.564], [-2.417, 2.937, -3.492], [-2.211, 3.988, -2.886], [-1.693, 2.424, -4.494], [-0.522, 3.270, -4.904], [-1.985, 1.129, -4.966], [-3.274, 2.321, -3.255], [-0.821, 4.305, -4.924], [-0.229, 2.917, -5.898], [0.290, 3.231, -4.164], [-3.027, 0.937, -4.824], [-1.756, 1.081, -6.023], [-1.439, 0.360, -4.393]],
  "mulliken_charge": [0.14, -0.59, 1.00, -1.26, -0.60, 0.86, -1.17, -1.06, 0.56, 0.34, -1.03, 0.33, 0.24, 0.31, 0.24, 0.31, -0.10, 0.36, 0.39, 0.24, 0.50, 0.03, 0.13, -0.59, 0.38, -0.30, 0.27, 0.16, 0.32, -1.01, 0.28, 0.38, -0.92, -0.94, 0.54, -1.16, -0.90, 0.83, -0.31, -1.14, 0.26, 0.35, 0.24, 0.38, 0.21, 0.28, 0.17, 0.42, 0.42, 0.34, 0.27, 0.01, -0.53, 0.27, 0.25, 0.27, 0.29, 0.31, -0.96, 0.17, 0.64, -1.19, -0.77, 0.56, 1.12, -1.06, 0.98, 1.34, -0.71, 0.24, 0.55, 0.23, 0.31, 0.13, 0.10, 0.72, -0.81, -1.28, 0.29, 0.28, 0.35, -0.17, -1.15, -0.68, -0.45, 0.45, 0.54, -0.93, 0.18, 0.86, 0.70, -1.15, 1.02, -1.37, -1.27, 0.31, -0.97, -1.16, -1.67, 1.12, -0.60, 0.02, 0.21, 0.65, 0.34, 0.35, 0.38, 0.23, 0.19, 0.62, 0.22, 0.35, 0.34, 0.27, 0.29, 0.48, -0.95, 0.42, 0.20, -1.25, -1.32, 0.44, -1.02, -1.15, 1.24, -0.75, -0.59, 0.36, 0.46, 0.31, 0.75, -0.09, 0.48, 0.02, 0.45, 0.41, 0.37, 0.33, 0.30, -0.44, 0.24, 0.32, 0.11, 0.43, -0.21, -0.58, 0.87, -0.18, 0.21, -0.40, -1.09, -0.32, 0.60, 0.51, -0.33, 0.00, 0.09, 0.33, 0.39, -0.22, -0.22, -0.38, 0.05, -1.51, 1.54, 0.24, 0.25, 0.20, 0.45, 0.32, -0.10, -0.71, -0.24, -0.56, 0.89, -0.39, -0.47, 1.25, -1.13, 0.48, 0.08, -0.48, -0.80, 0.25, 0.33, 0.34, 0.22, -0.60, 0.93, -0.31, 0.76, -1.44, -0.37, 0.58, -0.60, 0.16, 0.36, 0.43, 0.47, -0.17, -0.17, -0.67, 0.12, -0.18, 0.06, -0.85, 0.33, -0.12, 0.42, 0.38, -0.02, 0.37, 0.56, -0.72, 0.31, 1.71, -0.84, 0.97, -0.29, -1.11, -1.18, -0.47, 0.10, 0.42, 0.15, 0.35, 0.24, -0.50, 0.56, 0.84, 0.21, 0.44, 0.11, -0.27, -0.26, -0.01, -0.03, 0.04, -0.78, -0.15, -0.72, 0.68, -0.56, -1.17, 0.61, 0.64, -0.54, 0.10, 0.33, 0.34, 0.30, 1.07, -0.51, 0.32, -1.29, -0.92, -0.82, 0.39, 0.33, 0.44, 0.34, 0.41, 0.23],
  "charge": 0,
  "spin_multiplicity": 1,
  "energy_ev": -180522.279,
  "fmax_ev_per_a": 3.52,
  "homo_energy_ev": -8.26,
  "homo_lumo_gap_ev": 8.6587,
  "molar_mass_g_mol": 1628.9
}